ORCA calculation (ωB97M-V/def2-TZVPD) on a molecular structure, C20H40AgAsF6O15.

Results
* E_tot: -133243.0717 eV
* orbital gap: 8.6 eV
* ΔE to the lowest compared entry with this formula, charge and spin: 5.852 eV

```
! RIJCOSX wB97M-V def2-TZVPD def2/J DEFGRID3
* xyz 0 1
Ag -0.713 0.174 0.089
As -3.881 -1.702 3.812
F -4.221 0.014 4.384
F -2.595 -1.892 5.055
F -3.609 -3.419 3.237
F -5.217 -1.504 2.680
F -2.704 -1.146 2.544
F -4.998 -2.212 5.146
C -1.941 4.454 4.154
C -1.997 3.929 2.667
O -1.700 4.998 1.744
C -1.520 4.674 0.456
O -1.812 3.552 -0.071
O -1.033 5.698 -0.126
C -0.643 5.664 -1.461
H -2.099 3.598 4.810
H -2.607 5.278 4.410
H -0.958 4.863 4.386
H -2.964 3.487 2.427
H -1.296 3.113 2.493
H -0.213 4.683 -1.664
H 0.148 6.372 -1.706
H -1.446 5.834 -2.178
C 1.811 -4.454 3.114
C 1.353 -3.990 1.735
O 2.411 -3.791 0.821
C 2.086 -3.375 -0.420
O 0.992 -2.895 -0.733
O 3.093 -3.555 -1.258
C 3.078 -3.413 -2.638
H 2.550 -5.256 3.101
H 0.980 -4.711 3.771
H 2.311 -3.572 3.515
H 0.759 -3.086 1.872
H 0.699 -4.835 1.520
H 4.091 -3.469 -3.037
H 2.557 -2.547 -3.044
H 2.511 -4.256 -3.035
C -1.578 0.538 -6.010
C -0.802 0.437 -4.681
O 0.328 1.263 -4.881
C 1.289 1.308 -3.898
O 1.206 0.956 -2.722
O 2.333 1.966 -4.330
C 3.485 2.033 -3.486
H -2.518 0.017 -5.830
H -1.043 0.030 -6.813
H -1.863 1.585 -6.113
H -0.461 -0.585 -4.514
H -1.414 0.872 -3.891
H 4.412 2.305 -3.990
H 3.830 1.041 -3.192
H 3.417 2.732 -2.652
C 6.482 2.001 1.194
C 5.688 0.691 1.391
O 4.323 0.832 1.210
C 3.486 1.192 2.183
O 2.298 1.362 2.025
O 4.090 1.277 3.341
C 3.417 1.162 4.596
H 6.361 2.750 1.977
H 6.288 2.537 0.265
H 7.546 1.779 1.117
H 5.811 0.204 2.358
H 5.996 -0.066 0.669
H 2.605 1.887 4.659
H 3.991 1.320 5.509
H 3.044 0.138 4.576
C -3.009 -4.578 -0.900
C -3.497 -3.981 -2.295
O -4.588 -3.159 -2.184
C -4.442 -1.834 -1.724
O -3.363 -1.276 -1.452
O -5.729 -1.277 -1.700
C -5.866 0.112 -1.280
H -3.878 -5.112 -0.513
H -2.607 -3.858 -0.188
H -2.222 -5.323 -1.013
H -3.628 -4.727 -3.079
H -2.709 -3.388 -2.760
H -5.600 0.359 -0.252
H -6.907 0.415 -1.390
H -5.262 0.762 -1.913
*
```

Mulliken population analysis, charges in e, atoms 1 to 2: number 1, Ag, carries 0.990; number 2, As, carries 2.006

---

ORCA calculation (ωB97M-V/def2-TZVPD) on a molecular structure, C20H40Cu3O17S3.

Results
* E_tot: -222614.4875 eV
* <S²>: 3.77
* orbital gap (spin up / spin down): 8.9 / 5.4 eV

```
! RIJCOSX wB97M-V def2-TZVPD def2/J DEFGRID3
* xyz 0 4
Cu -0.067 -2.938 -3.038
Cu 3.936 -0.790 -0.631
Cu -1.874 -0.768 0.303
S -2.758 -2.632 -2.375
O -2.809 -1.809 -1.153
O -4.041 -2.998 -2.917
O -1.893 -1.951 -3.286
O -1.749 -3.686 -2.114
S 0.668 -0.549 -0.599
O 2.019 -0.102 -0.332
O -0.389 0.479 -0.482
O 0.550 -1.262 -1.891
O 0.079 -1.471 0.356
S 2.600 -3.415 -2.477
O 1.498 -4.172 -1.861
O 3.371 -2.499 -1.583
O 3.613 -4.365 -2.934
O 1.947 -2.803 -3.579
C 4.813 2.106 -3.746
C 3.404 2.467 -3.425
C 2.898 1.074 -3.040
O 4.025 0.370 -2.509
C 5.202 0.782 -3.172
H 5.501 2.819 -3.292
H 4.816 2.097 -4.836
H 2.904 3.012 -4.225
H 3.352 3.132 -2.563
H 2.392 0.500 -3.816
H 2.040 1.191 -2.378
H 5.391 0.129 -4.024
H 5.939 0.845 -2.371
C 4.224 2.955 2.040
C 5.589 2.960 1.336
C 5.356 2.225 0.032
O 4.277 1.288 0.308
C 3.409 1.872 1.346
H 3.805 3.959 1.981
H 4.369 2.640 3.073
H 6.341 2.443 1.932
H 5.807 3.993 1.066
H 6.282 1.748 -0.288
H 5.036 2.974 -0.692
H 3.067 1.010 1.919
H 2.554 2.228 0.771
C -4.482 2.832 -0.897
C -5.279 1.866 -0.156
C -4.656 0.469 -0.496
O -3.297 0.841 -0.494
C -3.124 2.187 -0.946
H -4.500 3.825 -0.446
H -5.036 3.045 -1.811
H -6.367 1.944 -0.159
H -5.022 1.923 0.902
H -4.854 0.056 -1.485
H -4.850 -0.291 0.262
H -2.853 2.075 -1.996
H -2.280 2.694 -0.479
C -2.485 -4.883 1.947
C -3.751 -4.427 1.362
C -3.806 -2.999 1.739
O -2.419 -2.536 1.651
C -1.561 -3.693 1.539
H -2.167 -5.837 1.525
H -2.569 -4.951 3.031
H -4.584 -5.068 1.652
H -3.629 -4.496 0.281
H -4.013 -2.862 2.801
H -4.545 -2.540 1.082
H -0.713 -3.862 2.203
H -1.183 -3.816 0.524
C -2.349 0.731 4.401
C -2.084 2.027 3.714
C -1.455 1.642 2.355
O -1.546 0.224 2.389
C -1.454 -0.302 3.756
H -3.369 0.385 4.236
H -2.317 0.890 5.479
H -1.410 2.613 4.339
H -2.958 2.675 3.647
H -0.420 1.982 2.386
H -1.909 2.104 1.479
H -0.395 -0.226 4.005
H -1.804 -1.330 3.847
*
```

Mulliken population analysis, charges in e, atoms 1 to 2: number 1, Cu, carries 0.058; number 2, Cu, carries 0.191

---

ORCA calculation (ωB97M-V/def2-TZVPD) on 5 unconnected molecules or ions with the total composition C20H40O5.

Results
* SMILES: C1CCOC1.C1CCOC1.C1CCOC1.C1CCOC1.C1CCOC1
* E_tot: -31623.1788 eV
* orbital gap: 10.2 eV
* ΔE to the lowest compared entry with this formula, charge and spin: 3.748 eV

```
! RIJCOSX wB97M-V def2-TZVPD def2/J DEFGRID3
* xyz 0 1
C 25.339 9.904 -14.762
C 25.037 8.920 -15.896
C 24.356 7.763 -15.181
O 23.682 8.379 -14.094
C 24.630 9.271 -13.529
H 24.969 10.913 -14.947
H 26.398 10.036 -14.526
H 25.905 8.610 -16.476
H 24.336 9.459 -16.533
H 25.043 6.981 -14.838
H 23.596 7.248 -15.770
H 25.395 8.747 -12.945
H 24.156 9.987 -12.864
C 22.635 13.039 -17.765
C 23.862 13.392 -16.899
C 23.245 13.940 -15.641
O 21.896 14.317 -15.927
C 21.634 14.078 -17.326
H 22.329 12.013 -17.550
H 22.915 13.072 -18.819
H 24.465 14.125 -17.435
H 24.443 12.483 -16.740
H 23.848 14.798 -15.326
H 23.226 13.195 -14.840
H 21.730 15.029 -17.855
H 20.621 13.681 -17.410
C 18.311 15.154 -12.082
C 17.348 16.012 -11.312
C 17.295 17.338 -12.088
O 18.117 17.152 -13.255
C 19.048 16.118 -12.994
H 17.796 14.372 -12.641
H 18.960 14.645 -11.364
H 17.597 16.136 -10.259
H 16.370 15.526 -11.335
H 17.635 18.206 -11.518
H 16.297 17.552 -12.470
H 19.978 16.515 -12.554
H 19.419 15.686 -13.928
C 19.961 11.155 -13.237
C 19.826 12.002 -14.464
C 19.450 11.024 -15.633
O 19.545 9.734 -15.032
C 20.310 9.792 -13.846
H 18.992 10.957 -12.761
H 20.642 11.452 -12.442
H 20.816 12.403 -14.692
H 19.087 12.801 -14.417
H 20.197 11.149 -16.419
H 18.418 11.192 -15.931
H 21.385 9.687 -14.047
H 20.025 8.957 -13.206
C 14.460 8.913 -19.014
C 15.407 10.039 -18.567
C 15.151 10.212 -17.046
O 14.155 9.242 -16.699
C 14.122 8.242 -17.684
H 14.980 8.211 -19.662
H 13.579 9.382 -19.452
H 15.102 10.910 -19.145
H 16.448 9.794 -18.778
H 14.688 11.197 -16.969
H 16.020 10.107 -16.401
H 13.213 7.643 -17.697
H 14.922 7.496 -17.541
*
```

Mulliken population analysis, charges in e, atoms 1 to 2: number 1, C, carries -0.031; number 2, C, carries -0.332

---

ORCA calculation (ωB97M-V/def2-TZVPD) on a molecular structure, C20H40P2SiSn.

Results
* E_tot: -53652.9874 eV
* orbital gap (spin up / spin down): 2.9 / 2.8 eV
* ΔE to the lowest compared entry with this formula, charge and spin: 3.035 eV

```
! RIJCOSX wB97M-V def2-TZVPD def2/J DEFGRID3
* xyz 2 1
P 0.478 -1.945 -3.698
P 0.365 1.490 -3.559
C 0.072 -0.868 -5.154
C 0.729 0.521 -5.112
H -1.027 -0.779 -5.188
H 0.402 -1.432 -6.044
H 1.829 0.430 -5.161
H 0.387 1.140 -5.962
C -1.197 2.355 -4.026
H -1.541 2.938 -3.162
H -1.991 1.639 -4.278
H -1.035 3.037 -4.872
C 1.608 2.797 -3.818
H 1.302 3.454 -4.645
H 2.573 2.331 -4.048
H 1.710 3.378 -2.895
C -0.756 -3.248 -3.955
H -0.834 -3.860 -3.051
H -0.476 -3.875 -4.810
H -1.733 -2.785 -4.138
C 2.075 -2.692 -4.158
H 2.863 -1.927 -4.162
H 2.013 -3.169 -5.145
H 2.337 -3.443 -3.402
Sn 2.277 -0.553 2.606
C -0.093 1.638 -0.669
C -1.429 1.512 -0.770
C -2.099 0.315 -1.355
C -2.281 -0.882 -0.376
C -1.326 -2.000 -0.596
C -0.042 -1.932 -1.005
C 0.780 -0.686 -1.166
C 0.723 0.463 -0.111
C 1.345 -2.528 2.835
H 0.394 2.613 -0.789
H -2.100 2.275 -0.354
H -1.594 -0.037 -2.271
H -3.098 0.628 -1.701
H -2.211 -0.519 0.666
H -3.312 -1.261 -0.538
H -1.728 -3.001 -0.400
H 0.508 -2.889 -1.117
H 0.517 -0.195 -2.143
H 1.838 -0.979 -1.313
H 0.265 0.108 0.836
H 1.768 0.736 0.159
H 1.869 -3.106 3.605
H 1.387 -3.018 1.861
H 0.312 -2.376 3.147
C -1.568 2.177 6.274
Si -0.018 1.277 6.845
C 1.005 2.437 7.913
C -0.564 -0.245 7.815
C 0.884 0.767 5.329
C 1.485 0.364 4.321
H -2.136 2.608 7.115
H -2.215 1.471 5.733
H -1.299 2.982 5.577
H 0.766 2.305 8.978
H 2.084 2.259 7.796
H 0.803 3.487 7.656
H -1.620 -0.474 7.602
H 0.036 -1.127 7.550
H -0.468 -0.100 8.901
*
```

Mulliken population analysis, charges in e, atoms 1 to 2: number 1, P, carries 1.195; number 2, P, carries 1.061

---

ORCA calculation (ωB97M-V/def2-TZVPD) on 3 unconnected molecules or ions with the total composition C20H41BN2O4.

Results
* SMILES: C=CB(CCCCn1cccc1)NCC.COCCOC.COCCOC
* E_tot: -33244.1221 eV
* orbital gap: 5.2 eV

```
! RIJCOSX wB97M-V def2-TZVPD def2/J DEFGRID3
* xyz 0 1
C -0.182 -3.560 0.400
C -1.026 -2.527 0.113
B -0.462 -1.228 -0.585
C -1.343 -0.623 -1.777
C -2.448 0.296 -1.141
C -3.849 -0.362 -1.244
C -4.670 -0.033 0.012
N -6.125 -0.064 -0.196
C -6.841 0.019 -1.344
C -8.155 -0.015 -0.972
C -8.229 -0.145 0.432
C -6.934 -0.161 0.881
N 0.784 -0.673 -0.048
C 1.657 -0.016 -1.028
C 2.570 0.954 -0.233
H 0.004 -4.319 -0.373
H 0.318 -3.596 1.384
H -2.085 -2.518 0.380
H -0.773 -0.104 -2.553
H -1.822 -1.472 -2.271
H -2.464 1.279 -1.622
H -2.179 0.459 -0.089
H -4.307 0.070 -2.136
H -3.755 -1.443 -1.362
H -4.369 -0.650 0.860
H -4.424 1.012 0.252
H -6.416 0.096 -2.329
H -9.008 0.056 -1.633
H -9.115 -0.219 1.043
H -6.630 -0.241 1.912
H 0.630 -0.094 0.769
H 1.139 0.611 -1.761
H 2.353 -0.728 -1.499
H 3.390 1.341 -0.842
H 2.945 0.479 0.677
H 1.927 1.789 0.076
C 7.589 -0.387 -3.459
O 7.523 -1.737 -3.036
C 6.962 -1.883 -1.739
C 5.531 -2.372 -1.806
O 4.670 -1.385 -2.357
C 4.321 -1.655 -3.704
H 7.872 -0.380 -4.510
H 6.625 0.116 -3.352
H 8.351 0.154 -2.887
H 7.024 -0.946 -1.179
H 7.564 -2.632 -1.214
H 5.181 -2.569 -0.788
H 5.467 -3.305 -2.372
H 3.641 -2.513 -3.756
H 5.205 -1.851 -4.317
H 3.808 -0.779 -4.099
C 0.511 3.675 5.207
O -0.870 3.473 4.966
C -1.231 3.686 3.609
C -1.437 2.377 2.878
O -0.214 1.671 2.721
C -0.077 0.591 3.630
H 0.727 3.334 6.219
H 1.129 3.107 4.507
H 0.759 4.739 5.136
H -0.483 4.299 3.097
H -2.176 4.238 3.612
H -1.815 2.592 1.873
H -2.179 1.761 3.394
H -0.769 -0.214 3.358
H -0.262 0.905 4.660
H 0.943 0.217 3.553
*
```

Mulliken population analysis, charges in e, atoms 1 to 2: number 1, C, carries -0.232; number 2, C, carries -0.601

---

ORCA calculation (ωB97M-V/def2-TZVPD) on a molecular structure, C20H41BeBr2IMgN2NaO10P2.

Results
* E_tot: -221860.1714 eV
* orbital gap: 1.8 eV

```
! RIJCOSX wB97M-V def2-TZVPD def2/J DEFGRID3
* xyz 1 1
C 1.051 -2.287 1.679
C 1.026 -0.906 0.794
N 0.928 0.252 1.798
C -0.180 1.222 1.412
C -1.689 0.737 1.846
P -2.743 0.009 0.431
P -4.222 -1.271 1.462
O -5.027 -0.137 2.565
I -5.808 -2.128 -0.237
C 2.306 0.913 1.709
C 3.689 0.085 2.153
O 2.517 2.161 1.236
H -0.034 -2.442 2.104
H 1.401 -3.149 0.946
H 1.795 -2.140 2.571
H 2.001 -0.883 0.147
H 0.115 -0.797 0.069
H 0.032 2.220 2.029
H -0.101 1.553 0.269
H -2.280 1.695 2.248
H -1.686 -0.036 2.747
H -2.011 -0.909 -0.403
H -5.399 -0.628 3.357
H 4.601 0.827 2.080
H 3.597 -0.435 3.197
H 3.863 -0.727 1.298
Br -10.031 -0.943 1.980
C -9.784 -1.161 0.057
C -11.068 -0.893 -0.692
Br -12.299 -2.398 -0.544
H -9.390 -2.168 -0.102
H -9.018 -0.429 -0.215
H -10.875 -0.789 -1.764
H -11.602 -0.007 -0.337
C 8.396 2.344 -2.791
C 9.099 1.958 -1.499
C 8.387 0.837 -0.739
C 6.968 1.173 -0.261
C 6.863 2.401 0.646
C 7.625 2.245 1.953
H 7.390 2.729 -2.606
H 8.960 3.128 -3.308
H 8.319 1.484 -3.463
H 9.212 2.843 -0.864
H 10.114 1.624 -1.742
H 9.002 0.548 0.120
H 8.333 -0.051 -1.382
H 6.568 0.301 0.272
H 6.315 1.318 -1.129
H 5.804 2.572 0.878
H 7.209 3.297 0.122
H 7.258 1.381 2.516
H 7.492 3.136 2.574
H 8.697 2.117 1.783
C 3.434 -2.593 5.316
O 4.246 -1.694 5.472
O 3.075 -3.048 4.224
O 2.847 -3.188 6.227
Be 6.401 0.318 3.996
O -1.323 -4.100 1.552
H -1.476 -5.027 1.579
C -9.204 -4.137 -4.909
C -10.394 -3.266 -4.668
O -10.140 -2.715 -3.390
C -8.789 -2.762 -3.199
O -8.205 -2.217 -2.277
O -8.179 -3.498 -4.173
H -8.941 -4.198 -5.969
H -9.341 -5.151 -4.517
H -10.471 -2.452 -5.396
H -11.330 -3.832 -4.667
C -0.085 3.849 -2.367
C -0.413 2.372 -2.214
N -0.684 1.148 -2.087
H -0.565 4.422 -1.569
H 0.997 3.998 -2.312
H -0.446 4.212 -3.333
Na -0.199 -3.563 3.499
Mg 0.101 5.395 -0.655
O 3.599 5.490 -1.889
H 3.802 4.837 -1.243
*
```

Mulliken population analysis, charges in e, atoms 1 to 2: number 1, C, carries -0.138; number 2, C, carries -0.502